Density functional theory data (ωB97M-V/def2-TZVPD) for a structure of composition C42H51AsClCsF5IN3O2PS.

Structure (XYZ):
```
109
Properties=species:S:1:pos:R:3:forces:R:3:lowdin_charge:R:1
Cs -0.2469 -0.2135 -0.2500 0.0 0.1 -0.5 0.893
Cl -8.2244 -2.0924 -0.3586 0.1 0.0 0.0 0.598
C -6.7416 -1.1646 -0.1586 -0.1 0.0 0.0 -0.632
C -6.8051 0.2009 -0.1659 0.0 0.0 0.0 -0.218
C -5.6453 0.9610 -0.0140 0.1 0.1 0.0 -0.660
I -5.7654 3.0491 -0.0670 0.0 0.0 0.0 0.819
C -4.3442 0.4197 0.1497 -0.3 -0.1 0.0 -0.505
O -3.3068 1.1139 0.2448 0.1 -0.2 0.0 -0.179
C -4.3259 -1.0597 0.1724 0.2 0.1 0.0 -0.148
N -3.1115 -1.6379 0.3399 -0.1 0.1 0.0 0.080
C -3.0083 -2.9427 0.3414 -0.1 0.0 0.0 -0.146
C -4.1190 -3.7930 0.1757 0.1 0.0 0.0 -0.052
C -5.3545 -3.2383 0.0156 -0.1 0.0 0.0 -0.048
C -5.5028 -1.8304 0.0097 0.0 -0.1 0.0 -0.194
H -7.7625 0.6886 -0.2946 0.0 0.0 0.0 0.080
H -2.0089 -3.3533 0.4340 0.0 0.0 0.0 0.090
H -3.9727 -4.8649 0.1529 0.0 0.0 0.0 0.099
H -6.2294 -3.8608 -0.1198 0.0 0.0 0.0 0.077
C 1.5243 -3.1121 2.5782 0.0 0.0 0.0 -0.050
C 2.2145 -1.7487 2.5690 0.0 -0.1 0.0 -0.379
C 2.5057 -1.2754 3.9949 0.0 0.0 0.0 -0.061
C 3.4817 -1.7393 1.7409 0.0 0.0 0.0 -0.139
C 4.4354 -2.7384 1.8829 0.0 0.0 0.0 -0.047
C 5.5994 -2.7308 1.1293 0.0 0.0 0.0 -0.095
C 5.7950 -1.7237 0.1995 0.0 0.0 0.0 -0.056
C 4.8610 -0.7085 0.0222 0.0 0.0 0.0 -0.142
C 5.0625 0.3080 -1.0873 0.0 0.0 0.0 -0.371
C 5.1788 -0.3871 -2.4465 0.0 0.0 0.0 -0.058
C 6.2714 1.2054 -0.8213 0.0 0.0 0.0 -0.069
C 3.7134 -0.6939 0.8328 -0.1 0.0 -0.1 -0.182
N 2.7379 0.3084 0.6734 0.1 0.0 0.0 0.035
C 3.0203 1.4930 1.0773 0.0 0.0 0.0 -0.129
C 2.2371 2.6738 0.8734 -0.1 -0.1 0.0 -0.352
C 2.5725 3.9520 1.3510 0.0 0.0 0.0 -0.092
C 1.6124 4.8187 0.8332 -0.1 -0.1 0.0 -0.082
C 0.7458 4.0111 0.0561 0.1 0.1 0.1 -0.332
N 1.1109 2.7240 0.0877 0.1 0.1 0.0 0.080
C -0.3963 4.5163 -0.8058 0.0 0.0 0.0 -0.547
C -1.2630 3.3667 -1.3122 0.0 0.0 0.0 -0.078
C -1.2736 5.4954 -0.0158 0.0 0.0 0.0 -0.052
C 0.1975 5.2575 -2.0137 0.0 0.0 0.0 -0.053
H 0.5554 -3.0288 3.0761 0.0 0.0 0.0 0.078
H 2.1162 -3.8626 3.1107 0.0 0.0 0.0 0.068
H 1.3528 -3.4739 1.5617 0.0 0.0 0.0 0.076
H 1.5225 -1.0328 2.1297 0.0 0.0 0.0 0.067
H 3.2298 -1.9403 4.4763 0.0 0.0 0.0 0.074
H 1.5894 -1.2723 4.5915 0.0 0.0 0.0 0.066
H 2.9220 -0.2652 3.9944 0.0 0.0 0.0 0.076
H 4.2615 -3.5440 2.5878 0.0 0.0 0.0 0.103
H 6.3315 -3.5216 1.2417 0.0 0.0 0.0 0.090
H 6.6825 -1.7412 -0.4247 0.0 0.0 0.0 0.102
H 4.1767 0.9408 -1.1237 0.0 0.0 0.0 0.124
H 6.0810 -1.0029 -2.4995 0.0 0.0 0.0 0.069
H 5.2258 0.3529 -3.2495 0.0 0.0 0.0 0.074
H 4.3180 -1.0336 -2.6203 0.0 0.0 0.0 0.079
H 7.1889 0.6135 -0.7516 0.0 0.0 0.0 0.069
H 6.1541 1.7555 0.1144 0.0 0.0 0.0 0.070
H 6.3969 1.9312 -1.6293 0.0 0.0 0.0 0.072
H 3.9723 1.6596 1.6069 0.0 0.1 0.0 0.129
H 3.4207 4.1977 1.9771 0.0 0.0 0.0 0.080
H 1.5568 5.8891 0.9752 0.0 0.0 0.0 0.077
H -1.7272 2.8165 -0.4925 0.0 0.0 0.0 0.047
H -0.6789 2.6682 -1.9130 0.0 0.0 0.0 0.040
H -2.0670 3.7642 -1.9409 0.0 0.0 0.0 0.083
H -1.7439 4.9985 0.8347 0.0 0.0 0.0 0.069
H -2.0684 5.8900 -0.6570 0.0 0.0 0.0 0.078
H -0.6873 6.3372 0.3606 0.0 0.0 0.0 0.068
H 0.8244 4.5821 -2.5991 0.0 0.0 0.0 0.088
H 0.8147 6.0989 -1.6884 0.0 0.0 0.0 0.073
H -0.6001 5.6372 -2.6616 0.0 0.0 0.0 0.075
C -1.5279 2.6472 2.4366 0.0 0.0 -0.2 -0.165
P -1.0103 1.1832 3.3200 0.0 -0.1 -0.1 0.520
C -2.3693 0.8121 4.4477 -0.1 -0.1 0.0 -0.173
C 0.3496 1.7546 4.3567 0.1 0.0 0.0 -0.166
O -0.6458 -0.0035 2.4936 0.0 0.1 0.5 -0.545
H -1.7659 3.4413 3.1471 0.0 0.0 0.0 0.061
H -2.3915 2.4108 1.8086 0.0 0.0 0.0 0.036
H -0.7033 2.9653 1.7914 0.0 0.0 0.0 0.039
H -2.6194 1.6704 5.0727 0.0 0.0 0.0 0.046
H -2.0922 -0.0374 5.0731 0.0 0.0 0.0 0.048
H -3.2344 0.5362 3.8425 0.0 0.0 0.0 0.054
H 0.0447 2.6045 4.9693 0.0 0.0 0.0 0.049
H 1.1596 2.0636 3.6901 0.0 0.0 0.0 0.048
H 0.7017 0.9412 4.9910 0.0 0.0 0.0 0.035
F -1.5757 -5.2758 -1.4535 0.0 0.1 0.0 -0.006
C -0.2369 -4.9142 -1.4700 -0.2 -0.1 0.0 -0.278
C 0.1240 -3.5963 -1.4222 0.1 0.0 0.1 0.012
C 1.4826 -3.4219 -1.4517 0.1 0.1 -0.1 -0.292
F 2.0219 -2.1535 -1.4339 -0.1 0.0 0.0 -0.036
C 2.4312 -4.4299 -1.5206 0.0 0.0 0.0 -0.167
F 3.7562 -4.1813 -1.5620 0.0 0.0 0.0 0.079
C 1.9914 -5.7407 -1.5600 -0.1 0.1 0.0 -0.160
F 2.8734 -6.7596 -1.6338 0.0 0.0 0.0 0.073
C 0.6316 -5.9913 -1.5346 0.1 0.0 0.0 -0.171
F 0.2019 -7.2759 -1.5797 0.0 0.0 0.0 0.060
C -2.6724 -1.6629 -3.0348 0.0 -0.1 0.0 -0.258
As -2.5861 -0.0140 -4.0082 -0.2 -0.1 0.1 0.582
C -3.5438 -0.4430 -5.6315 -0.1 0.0 -0.1 -0.277
C -3.7375 1.2285 -3.0984 0.0 0.0 0.1 -0.252
S -0.6670 0.6855 -4.3424 0.2 0.1 -0.1 0.019
H -3.6985 -2.0302 -2.9854 0.0 0.0 0.0 0.045
H -2.2932 -1.5145 -2.0290 0.0 0.0 0.1 -0.032
H -2.0253 -2.3879 -3.5249 0.0 0.0 0.0 0.039
H -4.5452 -0.7918 -5.3768 0.0 0.0 0.0 0.029
H -2.9976 -1.2248 -6.1556 0.0 0.0 0.0 0.028
H -3.6006 0.4443 -6.2587 0.0 0.0 0.0 0.025
H -4.7355 0.8070 -2.9737 0.0 0.0 0.0 0.040
H -3.7733 2.1492 -3.6777 0.0 0.0 0.0 0.038
H -3.3117 1.4377 -2.1153 0.0 0.0 0.0 0.007
```
Forces are in eV/Å.

Properties
Net charge: -2
Calculated total energy in eV: -168673.198
E_HOMO in eV: -2.394



Density functional theory data (ωB97M-V/def2-TZVPD) for a structure of composition C42H51ClCrNO3S3 in a non-equilibrium geometry.

Structure (XYZ):
```
102
Properties=species:S:1:pos:R:3:forces:R:3:lowdin_charge:R:1
Cr -0.8037 -0.0480 -1.9278 0.5 0.1 0.2 0.749
C 3.4822 -0.9949 3.9173 0.0 0.1 0.0 -0.043
C 3.3950 0.3838 3.2416 0.0 0.0 0.1 -0.556
C 2.5272 1.2948 4.1144 0.0 -0.1 -0.1 -0.069
C 4.7955 1.0050 3.1450 -0.1 0.0 0.0 -0.052
C 2.7953 0.1921 1.8513 -0.2 0.1 0.1 -0.170
C 1.5172 0.5809 1.5402 0.2 0.1 0.2 0.038
C 0.9942 0.2885 0.2668 -0.1 -0.1 -0.2 -0.200
N -0.2347 0.5383 -0.1425 -0.2 -0.3 0.3 0.019
C -1.1106 1.5457 0.2674 -0.2 0.5 0.0 -0.179
C -1.7108 1.7123 1.4992 0.2 -0.1 -0.1 0.020
C -2.5820 2.7815 1.7073 0.0 0.1 0.0 -0.189
C -2.6880 3.7270 0.6889 -0.1 -0.1 0.1 0.009
C -2.0766 3.6060 -0.5614 0.0 -0.2 -0.2 -0.093
C -1.3935 2.4011 -0.8419 0.0 0.1 0.5 -0.309
O -0.9528 2.0229 -2.0207 0.2 -0.5 -0.2 -0.178
C -2.0919 4.7456 -1.5825 0.1 -0.1 -0.1 -0.538
C -2.7208 4.3105 -2.9160 0.0 0.0 0.1 -0.046
C -0.6255 5.1438 -1.8302 -0.1 -0.1 0.0 -0.044
C -2.8559 5.9690 -1.0752 0.0 -0.1 0.0 -0.079
C -3.4509 2.8155 2.9633 0.0 0.0 0.0 -0.562
C -4.2068 4.1374 3.1167 0.1 -0.1 0.0 -0.075
C -2.6068 2.6025 4.2282 0.0 0.0 -0.1 -0.060
C -4.4824 1.6789 2.8529 0.0 0.1 0.1 -0.050
C 1.8276 -0.3010 -0.7886 0.1 0.1 0.0 -0.261
O 1.3469 -0.3032 -1.9666 -0.2 0.0 -0.1 -0.063
C 3.1334 -0.7578 -0.4171 0.1 -0.1 0.1 -0.075
C 3.5498 -0.4956 0.8713 0.0 -0.1 -0.2 0.001
C 4.0708 -1.5859 -1.3102 0.0 -0.1 -0.1 -0.519
C 4.1120 -3.0123 -0.7350 0.0 0.0 0.0 -0.038
C 3.6373 -1.7048 -2.7764 -0.1 0.1 0.2 -0.052
C 5.4835 -0.9807 -1.2967 0.0 0.0 0.0 -0.057
H 3.8766 -0.9021 4.9333 0.0 0.0 0.0 0.081
H 2.4890 -1.4454 3.9651 0.0 0.0 0.0 0.085
H 4.1310 -1.6689 3.3552 0.0 0.0 0.0 0.079
H 3.0197 1.4683 5.0734 0.0 0.0 0.0 0.080
H 2.3656 2.2598 3.6310 0.0 0.0 0.0 0.090
H 1.5569 0.8361 4.3105 0.0 0.1 0.0 0.081
H 5.1898 1.2005 4.1454 0.0 0.0 0.0 0.079
H 5.4984 0.3459 2.6353 0.0 0.0 0.0 0.071
H 4.7547 1.9489 2.5984 0.0 0.0 0.0 0.091
H 0.8752 1.0877 2.2475 0.0 0.0 0.0 0.098
H -1.5197 0.9770 2.2734 -0.1 0.0 0.0 0.114
H -3.3002 4.5993 0.8679 0.0 0.0 0.0 0.079
H -2.2035 3.4377 -3.3036 0.0 0.0 -0.1 0.071
H -3.7754 4.0567 -2.7782 0.0 0.0 0.0 0.084
H -2.6522 5.1241 -3.6448 0.0 0.0 0.0 0.078
H -0.0721 4.2827 -2.2062 0.0 0.0 0.0 0.079
H -0.5598 5.9518 -2.5653 0.0 0.0 0.0 0.078
H -0.1568 5.4735 -0.9003 0.0 0.0 0.0 0.087
H -3.9110 5.7340 -0.9156 0.0 0.0 0.0 0.082
H -2.4363 6.3434 -0.1390 0.0 0.0 0.0 0.081
H -2.7974 6.7680 -1.8177 0.0 0.0 0.0 0.079
H -3.5126 4.9789 3.1702 0.0 0.0 0.0 0.087
H -4.8932 4.3017 2.2847 0.0 0.0 0.0 0.080
H -4.7937 4.1181 4.0379 0.0 0.0 0.0 0.077
H -1.8069 3.3435 4.2821 0.0 0.0 0.0 0.087
H -3.2341 2.7008 5.1184 0.0 0.0 0.0 0.077
H -2.1558 1.6100 4.2465 0.0 0.0 0.0 0.070
H -5.0998 1.8142 1.9627 0.0 0.0 0.0 0.087
H -3.9828 0.7134 2.7647 0.0 0.0 0.0 0.080
H -5.1333 1.6583 3.7331 0.0 0.0 0.0 0.078
H 4.5359 -0.8411 1.1559 0.0 0.0 0.0 0.095
H 3.1234 -3.4695 -0.8164 0.0 0.0 0.0 0.063
H 4.8240 -3.6297 -1.2905 0.0 0.0 0.0 0.084
H 4.3975 -3.0144 0.3194 0.0 0.0 0.0 0.077
H 2.6424 -2.1315 -2.8586 0.1 0.1 0.0 0.045
H 3.6286 -0.7335 -3.2714 0.0 0.0 0.0 0.094
H 4.3394 -2.3612 -3.3000 0.0 0.0 0.0 0.085
H 5.9436 -1.0301 -0.3083 0.0 0.0 0.0 0.067
H 6.1273 -1.5264 -1.9909 0.0 0.0 0.0 0.079
H 5.4526 0.0647 -1.6099 0.0 0.0 0.0 0.089
Cl -2.2021 -0.4264 -3.8459 0.0 -0.2 -1.0 0.600
C -2.8371 -0.0101 -2.2281 -0.3 0.0 0.7 -0.546
H -3.5014 -0.8136 -1.9156 0.2 -0.1 0.0 0.000
H -3.3907 0.9217 -2.3185 0.2 0.1 0.0 0.011
O -0.7361 -1.9212 -1.3524 0.0 0.1 0.2 -0.300
C -0.6573 -3.2660 -1.5840 -0.3 0.1 -0.2 -0.588
C -2.0557 -3.7986 -1.9261 0.0 -0.1 -0.2 -0.444
C -3.1803 -3.5553 -1.1979 0.0 0.0 0.0 -0.127
C -4.3353 -4.1840 -1.7349 0.0 0.0 0.1 -0.192
C -4.0653 -4.8959 -2.8618 0.2 -0.1 -0.2 -0.429
S -2.4006 -4.7986 -3.2840 -0.2 0.1 0.2 1.042
C -0.2376 -3.9754 -0.2896 0.0 0.3 0.0 -0.465
C -0.1480 -5.2968 0.0346 0.0 0.0 0.0 -0.167
C 0.2801 -5.5013 1.3745 0.0 -0.1 0.0 -0.196
C 0.4831 -4.3308 2.0369 0.0 0.2 0.0 -0.414
S 0.1583 -2.9670 1.0413 0.1 -0.2 0.0 1.105
C 0.3244 -3.5984 -2.7148 0.2 -0.2 0.1 -0.457
C 0.5280 -2.8742 -3.8484 -0.1 -0.1 -0.1 -0.146
C 1.5077 -3.4319 -4.7133 -0.1 0.0 -0.1 -0.194
C 2.0421 -4.5785 -4.2229 -0.1 -0.2 0.2 -0.417
S 1.3689 -4.9817 -2.6947 0.0 0.2 -0.2 1.042
H -3.1655 -2.9360 -0.3116 0.0 0.0 0.0 0.125
H -5.3186 -4.1133 -1.2904 0.0 0.0 0.0 0.095
H -4.7400 -5.4690 -3.4780 0.0 0.0 0.0 0.051
H -0.3904 -6.1039 -0.6429 0.0 0.0 -0.1 0.101
H 0.4158 -6.4797 1.8158 0.0 0.0 0.0 0.092
H 0.8131 -4.1971 3.0557 0.0 0.0 0.0 0.053
H 0.0004 -1.9595 -4.0628 0.0 0.0 0.0 0.072
H 1.7975 -2.9869 -5.6552 0.0 0.0 0.0 0.104
H 2.7933 -5.2147 -4.6637 0.0 0.0 0.0 0.058
```
Forces are in eV/Å.

Properties
Net charge: -1
Calculated total energy in eV: -125467.257
E_HOMO (spin up / spin down) in eV: -3.957 / -4.530
2S+1: 5



Calculated ΔE to the lowest compared entry with this formula, charge and spin (eV), listed in the same order as above: 0.000, 1.022